(1)
Computed, not measured: a cluster of 2 separate species, C5H13NO in total in a non-equilibrium geometry, with ωB97M-V/def2-TZVPD.

```
! RIJCOSX wB97M-V def2-TZVPD def2/J DEFGRID3
* xyz 0 1
C 2.232 2.705 1.983
C 1.815 1.254 1.770
C 0.480 1.160 1.079
C 0.157 0.302 0.121
C -1.193 0.244 -0.539
N 1.112 -0.627 -0.411
H 1.439 3.276 2.457
H 3.133 2.764 2.586
H 2.409 3.134 1.010
H 1.726 0.699 2.704
H 2.558 0.741 1.159
H -0.261 1.860 1.455
H -1.053 0.067 -1.607
H -1.766 -0.576 -0.126
H -1.690 1.195 -0.461
H 0.610 -1.390 -0.858
H 1.602 -1.077 0.363
O -3.838 -3.968 -3.192
H -3.471 -4.086 -4.079
H -3.442 -4.679 -2.671
*
```

Summary:
SMILES: CC/C=C(/C)N.O
Kohn-Sham gap, eV: 8.915
Highest occupied orbital energy, eV: -8.13
Energy relative to the best compared isomer or geometry (same formula, charge and spin), kJ/mol: 97.2

***

(2)
Computed, not measured: the ion C17H28BrN2O2S with charge +1 in a non-equilibrium geometry, with ωB97M-V/def2-TZVPD.

```
! RIJCOSX wB97M-V def2-TZVPD def2/J DEFGRID3
* xyz 1 1
C 2.897 -4.037 1.214
C 3.122 -2.649 1.792
S 1.532 -1.932 2.295
C 1.772 -0.135 2.050
C 1.174 0.278 0.733
N 1.869 -0.144 -0.348
C 1.530 0.111 -1.620
C 2.413 -0.411 -2.699
C 3.899 0.014 -2.563
N 4.070 1.269 -1.818
C 0.367 0.829 -1.845
C -0.409 1.274 -0.778
C -1.677 1.992 -1.143
C -2.690 0.948 -1.637
O -4.005 1.433 -1.403
C -4.936 0.430 -1.605
C -5.448 -0.228 -0.368
O -5.282 0.142 -2.691
C -0.003 1.020 0.553
C -0.763 1.538 1.743
Br -0.508 3.492 1.821
C -2.256 1.170 1.826
C -2.640 0.515 3.164
H 2.692 -3.990 0.149
H 3.775 -4.657 1.354
H 2.060 -4.542 1.687
H 3.748 -2.713 2.675
H 3.653 -2.041 1.062
H 1.344 0.403 2.874
H 2.843 0.037 2.001
H 2.708 -0.683 -0.191
H 2.015 -0.144 -3.667
H 2.371 -1.498 -2.614
H 4.497 -0.798 -2.150
H 4.259 0.173 -3.572
H 4.827 1.798 -2.226
H 4.316 1.095 -0.855
H 0.081 1.038 -2.861
H -2.076 2.579 -0.333
H -1.435 2.621 -1.994
H -2.533 0.706 -2.686
H -2.544 0.017 -1.080
H -6.294 -0.836 -0.652
H -4.673 -0.855 0.065
H -5.742 0.502 0.379
H -0.311 1.212 2.659
H -2.831 2.083 1.740
H -2.561 0.528 1.014
H -3.072 -0.468 3.019
H -1.785 0.400 3.824
H -3.361 1.116 3.705
*
```

Summary:
SMILES: CCSCc1[nH+]c(CCN)cc(CCOC(C)=O)c1[C@@H](Br)CC
Kohn-Sham gap, eV: 8.368
Highest occupied orbital energy, eV: -12.23
Energy relative to the best compared isomer or geometry (same formula, charge and spin), kJ/mol: 0.0

***

(3)
Computed, not measured: a structure of composition C4H6N2O14V2 in a non-equilibrium geometry, with ωB97M-V/def2-TZVPD.

```
! RIJCOSX wB97M-V def2-TZVPD def2/J DEFGRID3
* xyz -2 7
O -15.980 20.354 -10.649
V -16.045 21.812 -9.955
O -16.612 22.893 -10.950
O -16.273 26.621 -9.892
V -17.414 25.478 -9.988
O -17.149 24.687 -11.372
C -18.348 21.358 -9.723
O -17.424 21.679 -8.967
O -19.086 20.540 -9.260
O -18.925 22.334 -10.084
C -14.342 22.144 -8.888
O -14.629 22.906 -9.769
O -13.971 22.531 -7.769
O -15.145 21.236 -8.712
C -19.289 23.219 -12.145
N -18.774 24.460 -12.881
O -17.893 24.392 -13.747
O -19.241 25.511 -12.608
H -19.649 23.585 -11.183
H -18.445 22.589 -11.862
H -20.091 22.714 -12.683
C -16.183 19.798 -13.026
N -17.019 21.064 -12.774
O -18.071 20.995 -12.190
O -16.643 22.201 -13.122
H -16.019 19.594 -14.084
H -16.595 18.890 -12.587
H -15.222 19.976 -12.543
*
```

Summary:
Kohn-Sham gap (spin up / spin down), eV: 4.546 / 5.374
Highest occupied orbital energy (spin up / spin down), eV: 0.49 / -2.34
Energy relative to the best compared isomer or geometry (same formula, charge and spin), kJ/mol: 1091.3

***

(4)
Computed, not measured: a cluster of 2 separate species, C24H24N3O2 in total in a non-equilibrium geometry, with ωB97M-V/def2-TZVPD.

```
! RIJCOSX wB97M-V def2-TZVPD def2/J DEFGRID3
* xyz 1 1
C 3.939 -0.328 -2.065
C 2.958 -0.871 -2.907
C 2.061 -1.816 -2.409
C 2.113 -2.213 -1.064
C 1.152 -3.268 -0.612
N 0.966 -3.377 0.746
N -0.017 -4.294 1.218
O 0.579 -4.035 -1.384
C 3.099 -1.675 -0.226
C 4.009 -0.732 -0.725
H 4.642 0.406 -2.458
H 2.887 -0.563 -3.952
H 1.308 -2.257 -3.060
H 1.155 -2.602 1.361
H -0.927 -3.936 0.905
H 0.139 -5.145 0.665
H 3.164 -2.007 0.810
H 4.774 -0.312 -0.069
C 5.634 -4.245 5.878
O 4.914 -2.990 5.864
C 3.617 -3.032 5.471
C 2.961 -4.237 5.113
C 1.621 -4.203 4.776
C 0.887 -2.991 4.773
C -0.526 -2.973 4.546
C -1.380 -3.989 4.967
C -2.801 -4.117 4.652
C -3.644 -3.396 3.827
C -5.009 -3.743 3.793
C -5.513 -4.787 4.589
C -4.660 -5.521 5.437
C -3.316 -5.176 5.434
N -2.250 -5.702 6.184
C -2.329 -6.754 7.179
C -1.104 -5.034 5.893
C 1.594 -1.784 5.055
C 2.916 -1.799 5.427
H 6.628 -3.971 6.224
H 5.170 -4.964 6.568
H 5.681 -4.687 4.873
H 3.501 -5.187 5.134
H 1.120 -5.140 4.532
H -0.989 -2.068 4.153
H -3.220 -2.586 3.232
H -5.688 -3.192 3.141
H -6.576 -5.030 4.545
H -5.007 -6.330 6.077
H -3.361 -7.106 7.237
H -1.666 -7.590 6.919
H -2.009 -6.384 8.164
H -0.170 -5.280 6.390
H 1.039 -0.846 5.007
H 3.448 -0.886 5.686
*
```

Summary:
Kohn-Sham gap, eV: 6.482
Highest occupied orbital energy, eV: -11.31
Energy relative to the best compared isomer or geometry (same formula, charge and spin), kJ/mol: 0.0

***

Q: energy relative to the best compared isomer or geometry (same formula, charge and spin) of number 3 (C4H6N2O14V2)?
A: 1091.3 kJ/mol